(1)
ORCA calculation (ωB97M-V/def2-TZVPD) on a structure of composition C26H24N7O3S2Tc.

Frontier orbital gap (alpha / beta)   7.791 / 6.793 eV
HOMO level (alpha / beta)   -11.3 / -11.4 eV
Relative energy (zero: lowest compared OMol25 entry of this formula, charge and spin)   62.9 kJ/mol
Lowest unoccupied orbital energy (alpha / beta)   -3.49 / -4.56 eV

```
! wB97M-V def2-TZVPD RIJCOSX def2/J DEFGRID3
* xyz 1 4
Tc -1.280 -0.217 0.468
C 1.365 -2.700 4.935
C 2.202 -1.597 4.303
N 1.381 -0.507 3.786
C 0.895 -0.483 2.539
S -0.187 0.884 2.189
N 1.211 -1.419 1.699
N 0.696 -1.249 0.426
C 1.272 -1.933 -0.494
C 2.408 -2.862 -0.228
C 0.833 -1.761 -1.904
C 0.501 -2.864 -2.684
C 0.162 -2.661 -4.010
C 0.212 -1.374 -4.521
C 0.571 -0.340 -3.669
N 0.858 -0.515 -2.381
H 0.799 -2.326 5.788
H 2.006 -3.510 5.284
H 0.659 -3.105 4.208
H 2.782 -1.987 3.470
H 2.902 -1.171 5.021
H 0.970 0.138 4.441
H 2.394 -3.239 0.790
H 3.342 -2.307 -0.364
H 2.411 -3.676 -0.951
H 0.482 -3.857 -2.252
H -0.118 -3.495 -4.639
H -0.011 -1.173 -5.559
H 0.631 0.680 -4.034
O -3.989 -2.858 0.801
S -2.575 -2.700 0.770
O -1.883 -1.914 1.824
N -2.045 -1.828 -0.486
C -2.602 -1.626 -1.747
C -3.298 -2.512 -2.524
C -3.754 -2.112 -3.799
C -3.526 -0.856 -4.285
C -2.820 0.085 -3.499
C -2.586 1.425 -3.874
C -1.926 2.272 -3.024
C -1.478 1.796 -1.788
N -1.671 0.547 -1.414
C -2.352 -0.319 -2.239
C -1.815 -4.278 0.699
C -0.481 -4.409 1.068
C 0.112 -5.657 0.970
C -0.624 -6.746 0.513
C -1.959 -6.599 0.163
C -2.569 -5.358 0.260
H -3.510 -3.510 -2.164
H -4.308 -2.825 -4.395
H -3.895 -0.562 -5.259
H -2.942 1.777 -4.835
H -1.750 3.306 -3.283
H -0.948 2.436 -1.094
H 0.069 -3.560 1.455
H 1.144 -5.787 1.267
H -0.157 -7.720 0.447
H -2.531 -7.454 -0.173
H -3.616 -5.226 0.021
O -4.663 1.300 2.431
C -3.798 0.977 1.723
N -2.928 0.664 0.949
*
```

Atom charges from the Löwdin analysis, given in e for atoms 1 to 2: Tc 1.40; C -0.07

(2)
ORCA calculation (ωB97M-V/def2-TZVPD) on a structure of composition C26H24N7O6PtS at a distorted geometry.

Frontier orbital gap (alpha / beta)   5.551 / 5.388 eV
HOMO level (alpha / beta)   -11.3 / -11.3 eV
Relative energy (zero: lowest compared OMol25 entry of this formula, charge and spin)   321.4 kJ/mol
Lowest unoccupied orbital energy (alpha / beta)   -5.76 / -5.93 eV

```
! wB97M-V def2-TZVPD RIJCOSX def2/J DEFGRID3
* xyz 1 1
Pt 1.081 -0.985 0.901
C 0.593 -7.875 -2.188
C 1.207 -6.567 -1.775
C 2.371 -6.540 -1.006
C 2.965 -5.343 -0.657
C 2.377 -4.156 -1.081
C 1.211 -4.150 -1.840
C 0.638 -5.360 -2.184
S 3.118 -2.643 -0.664
O 4.525 -2.798 -0.504
O 2.533 -1.595 -1.438
N 2.476 -2.360 0.941
C 3.330 -2.466 1.996
C 3.224 -0.822 2.810
O 4.199 -0.472 3.342
O 2.004 -0.504 2.679
H 0.859 -8.675 -1.499
H 0.952 -8.159 -3.181
H -0.493 -7.804 -2.239
H 2.820 -7.473 -0.687
H 3.884 -5.324 -0.084
H 0.780 -3.212 -2.160
H -0.263 -5.373 -2.784
H 4.366 -2.658 1.741
H 2.942 -2.971 2.881
N -3.792 0.151 -0.699
C -4.037 -1.122 -0.425
N -5.224 -1.658 -0.703
N -3.139 -1.955 0.134
C -1.898 -1.647 0.214
N -0.743 -1.515 0.265
H -4.517 0.733 -1.085
H -2.984 0.623 -0.279
H -5.987 -1.115 -1.063
H -5.361 -2.636 -0.516
O 2.864 1.219 0.606
C 1.744 1.687 0.527
N 1.376 2.964 0.305
C -0.065 3.157 0.437
C -0.531 1.686 0.652
O -1.691 1.350 0.789
N 0.571 0.903 0.650
C -0.721 3.647 -0.848
C -2.080 3.960 -0.836
C -2.713 4.368 -2.000
C -1.996 4.467 -3.188
C -0.649 4.152 -3.201
C -0.013 3.738 -2.035
C -0.366 4.012 1.664
C -0.530 5.386 1.530
C -0.702 6.183 2.655
C -0.714 5.612 3.919
C -0.546 4.241 4.056
C -0.370 3.446 2.934
H 2.036 3.718 0.402
H -2.633 3.901 0.093
H -3.765 4.625 -1.978
H -2.487 4.796 -4.094
H -0.082 4.228 -4.121
H 1.040 3.488 -2.057
H -0.529 5.839 0.546
H -0.828 7.252 2.540
H -0.852 6.233 4.795
H -0.553 3.788 5.039
H -0.236 2.377 3.059
*
```

Atom charges from the Löwdin analysis, given in e for atoms 1 to 2: Pt 1.42; C -0.03

(3)
ORCA calculation (ωB97M-V/def2-TZVPD) on a cluster of 2 separate species, C26H24NO9P in total at a distorted geometry.

Frontier orbital gap   7.585 eV
HOMO level   -9.0 eV
SMILES string   [H]/N=C(\C)Cc1cc(P(O)O)c(COCC)c2c1C(=O)c1ccccc1C2=O.O=C1C=C(O)C(=O)C=C1O
Lowest unoccupied orbital energy   -1.44 eV

```
! wB97M-V def2-TZVPD RIJCOSX def2/J DEFGRID3
* xyz 0 1
H 4.620 -2.202 -2.635
N 3.729 -2.497 -2.180
C 2.918 -2.979 -3.108
C 3.312 -3.055 -4.675
C 1.421 -3.502 -2.749
C 0.559 -2.158 -2.507
C 0.260 -1.159 -3.685
C -0.570 0.143 -3.530
P -0.959 1.298 -4.982
O -1.764 0.456 -6.247
O 0.558 1.902 -5.510
C -1.106 0.492 -2.085
C -1.936 1.833 -1.812
O -1.177 2.886 -1.151
C 0.222 2.859 -1.515
C 0.825 4.311 -1.086
C -0.831 -0.470 -0.902
C -0.008 -1.800 -1.117
C 0.163 -2.738 0.187
O 1.231 -3.316 0.496
C -1.162 -2.832 1.105
C -1.624 -4.185 1.712
C -2.949 -4.170 2.550
C -3.742 -2.852 2.773
C -3.281 -1.494 2.165
C -1.978 -1.502 1.322
C -1.394 -0.190 0.585
O -1.388 0.952 1.104
H 2.516 -3.664 -5.225
H 4.319 -3.581 -4.783
H 3.312 -1.979 -5.072
H 1.047 -4.122 -3.629
H 1.456 -4.160 -1.818
H 0.656 -1.443 -4.731
H -1.519 -0.497 -6.276
H 1.031 1.114 -5.883
H -2.339 2.289 -2.785
H -2.803 1.572 -1.119
H 0.417 2.744 -2.634
H 0.813 2.092 -0.897
H 0.003 5.113 -1.217
H 1.215 4.293 0.002
H 1.733 4.607 -1.730
H -1.018 -5.135 1.537
H -3.314 -5.174 2.978
H -4.714 -2.940 3.382
H -3.845 -0.507 2.300
O 0.879 1.970 2.801
C 0.725 2.240 3.978
C 1.691 3.046 4.732
C 1.496 3.307 6.026
O 2.383 4.056 6.738
C 0.300 2.791 6.751
O 0.165 3.034 7.939
C -0.678 2.005 5.994
C -0.486 1.746 4.697
O -1.388 1.021 3.983
H 2.555 3.413 4.195
H 2.019 4.098 7.644
H -1.550 1.652 6.528
H -1.026 0.970 3.072
*
```

Atom charges from the Löwdin analysis, given in e for atoms 1 to 2: H 0.05; N 0.11

(4)
ORCA calculation (ωB97M-V/def2-TZVPD) on the molecule C26H24O3 at a distorted geometry.

Frontier orbital gap   8.807 eV
HOMO level   -8.3 eV
SMILES string   CCOC(=O)[C@@](C)(C(C)=O)C1(c2ccccc2)c2ccccc2-c2ccccc21
Relative energy (zero: lowest compared OMol25 entry of this formula, charge and spin)   0.0 kJ/mol
Lowest unoccupied orbital energy   0.52 eV

```
! wB97M-V def2-TZVPD RIJCOSX def2/J DEFGRID3
* xyz 0 1
C -3.365 -0.227 2.036
C -2.228 0.575 2.595
O -1.215 -0.405 2.937
C -0.202 0.183 3.594
O -0.276 1.319 4.034
C 1.003 -0.769 3.767
C 0.613 -2.165 3.246
C 1.989 -0.053 2.775
C 3.098 -0.871 2.181
O 1.872 1.120 2.458
C 1.324 -0.755 5.223
C 1.966 0.601 5.577
C 3.238 0.918 5.097
C 3.788 2.190 5.268
C 3.051 3.180 5.923
C 1.833 2.832 6.513
C 1.332 1.532 6.401
C -0.028 -1.106 5.967
C -1.185 -0.371 6.221
C -2.297 -1.006 6.809
C -2.245 -2.348 7.208
C -1.072 -3.079 7.019
C 0.015 -2.442 6.426
C 1.371 -2.959 6.263
C 1.861 -4.180 6.696
C 3.242 -4.375 6.682
C 4.084 -3.345 6.238
C 3.566 -2.125 5.768
C 2.188 -1.955 5.688
H -4.138 0.450 1.668
H -3.024 -0.857 1.206
H -3.795 -0.868 2.820
H -1.776 1.276 1.876
H -2.520 1.107 3.508
H -0.262 -2.542 3.796
H 0.349 -2.081 2.189
H 1.427 -2.891 3.378
H 3.003 -1.947 2.344
H 3.142 -0.668 1.102
H 4.055 -0.533 2.589
H 3.836 0.184 4.561
H 4.771 2.403 4.858
H 3.416 4.207 5.966
H 1.250 3.572 7.066
H 0.435 1.250 6.948
H -1.234 0.696 6.013
H -3.203 -0.418 6.956
H -3.123 -2.817 7.649
H -0.975 -4.122 7.311
H 1.158 -4.939 7.035
H 3.665 -5.319 7.014
H 5.165 -3.474 6.255
H 4.256 -1.325 5.506
*
```

Atom charges from the Löwdin analysis, given in e for atoms 1 to 2: C -0.07; C -0.20